This record from the OMol25 dataset describes an isolated molecule of C22H19Cl2N5O2. The level of theory is the ωB97M-V functional and the def2-TZVPD basis.

Results
spin multiplicity: 1
structure (SMILES): CNCCOc1ccc(Nc2ncc3c(=O)n(-c4c(Cl)cccc4Cl)ccc3n2)cc1
HOMO-LUMO gap: 8.0 eV

Element x y z (Å)
C -4.439 -5.805 1.854
N -3.967 -5.408 3.156
C -2.500 -5.489 3.527
C -2.089 -4.635 4.704
O -2.281 -3.279 4.290
C -1.194 -2.712 3.636
C -1.383 -2.219 2.345
C -0.426 -1.353 1.785
C 0.864 -1.141 2.393
N 1.871 -0.356 1.760
C 1.783 0.433 0.766
N 2.944 1.028 0.645
C 3.039 1.988 -0.229
C 2.049 2.269 -1.090
C 2.151 3.235 -2.180
O 3.321 3.562 -2.468
N 1.141 3.482 -3.068
C 1.144 4.447 -4.128
C 1.393 4.087 -5.494
Cl 1.363 2.413 -6.067
C 1.857 5.055 -6.482
C 1.853 6.390 -6.142
C 1.598 6.706 -4.809
C 1.263 5.788 -3.773
Cl 1.468 6.388 -2.128
C -0.047 2.724 -2.889
C -0.094 1.715 -1.990
C 1.018 1.459 -1.079
N 0.768 0.603 -0.091
C 1.175 -1.843 3.609
C 0.080 -2.428 4.251
H -5.529 -6.032 1.967
H -3.991 -6.753 1.542
H -4.310 -5.026 1.144
H -4.572 -5.841 3.883
H -1.968 -5.218 2.579
H -2.246 -6.496 3.751
H -2.615 -4.825 5.587
H -1.064 -4.788 4.893
H -2.350 -2.317 1.975
H -0.707 -0.687 0.991
H 2.814 -0.452 2.153
H 3.940 2.592 -0.148
H 2.238 4.629 -7.406
H 2.215 7.173 -6.838
H 1.709 7.730 -4.465
H -0.836 2.860 -3.570
H -0.918 1.059 -1.911
H 2.133 -1.780 4.039
H 0.334 -2.937 5.223

Just the natural (NBO) charges please, in e? Sure, here they are: atom 1 (C): -0.40, atom 2 (N): -0.64, atom 3 (C): -0.23, atom 4 (C): -0.06, atom 5 (O): -0.51, atom 6 (C): 0.28, atom 7 (C): -0.23, atom 8 (C): -0.24, atom 9 (C): 0.14, atom 10 (N): -0.54, atom 11 (C): 0.56, atom 12 (N): -0.49, atom 13 (C): 0.17, atom 14 (C): -0.29, atom 15 (C): 0.67, atom 16 (O): -0.62, atom 17 (N): -0.44, atom 18 (C): 0.08, atom 19 (C): 0.00, atom 20 (Cl): 0.02, atom 21 (C): -0.21, atom 22 (C): -0.20, atom 23 (C): -0.21, atom 24 (C): -0.01, atom 25 (Cl): 0.04, atom 26 (C): 0.05, atom 27 (C): -0.27, atom 28 (C): 0.26, atom 29 (N): -0.52, atom 30 (C): -0.24, atom 31 (C): -0.25, atom 32 (H): 0.20, atom 33 (H): 0.16, atom 34 (H): 0.19, atom 35 (H): 0.35, atom 36 (H): 0.20, atom 37 (H): 0.17, atom 38 (H): 0.19, atom 39 (H): 0.18, atom 40 (H): 0.22, atom 41 (H): 0.25, atom 42 (H): 0.42, atom 43 (H): 0.22, atom 44 (H): 0.24, atom 45 (H): 0.24, atom 46 (H): 0.23, atom 47 (H): 0.22, atom 48 (H): 0.23, atom 49 (H): 0.21, atom 50 (H): 0.21